Density functional theory data (the ωB97M-V functional and the def2-TZVPD basis) for a structure of composition C25H20Cl4PtSSb.

Atoms and positions in Å:
Pt: 0.47209 2.12926 1.38024
Sb: 0.52603 -0.04273 -0.46211
Cl: -1.80413 2.28287 1.42829
Cl: 1.04420 4.41272 0.82141
Cl: 2.82137 2.27308 1.40700
Cl: -0.59965 -2.27096 4.01827
S: 0.35529 0.19027 2.51525
C: 0.34785 1.10897 -2.19337
C: -0.01318 0.34961 -3.31053
C: 2.75139 -1.69532 0.83749
C: 4.64834 -0.94652 -1.08447
C: -2.28959 -3.17363 0.47008
C: -0.14024 0.98442 -4.53770
C: 3.37274 -0.40597 -1.14494
C: -2.34235 0.83468 2.32043
C: -1.79699 -1.16435 3.46786
C: 2.62859 4.06394 1.59648
C: -1.37183 -0.03454 2.76527
C: -3.14367 -1.37102 3.71108
C: -3.40877 -2.80305 -0.27138
C: -4.08175 -0.46329 3.23466
C: -1.16843 -1.20478 -0.30092
C: -3.41158 -1.63418 -1.02400
C: -2.28834 -0.82282 -1.04603
C: -1.16137 -2.37396 0.46568
C: 0.07232 2.35268 -4.63826
C: 0.57625 2.47817 -2.28804
C: 4.03037 -2.22201 0.87790
C: 0.42867 3.09585 -3.52022
C: 4.97141 -1.84876 -0.07896
C: 2.43348 -0.79381 -0.18266
C: -3.69293 0.66169 2.51563
H: -4.41931 1.37557 2.15024
H: 2.02470 -1.98753 1.58440
H: -0.40849 0.40673 -5.41198
H: 4.29637 -2.92935 1.65175
H: -4.28244 -1.36396 -1.60599
H: -3.45515 -2.23981 4.27569
H: -0.03551 2.84224 -5.59688
H: -0.28921 -2.67224 1.03483
H: 3.11620 0.28662 -1.93892
H: 2.59847 4.30318 2.65432
H: 0.60095 4.16005 -3.61191
H: -5.13261 -0.62472 3.43339
H: 0.89623 3.05074 -1.43280
H: -4.28425 -3.43942 -0.27006
H: 5.38520 -0.66992 -1.82636
H: 5.96750 -2.26966 -0.03883
H: -2.29489 -4.09380 1.03950
H: 3.42737 4.55821 1.05206
H: -2.28518 0.07897 -1.64701
H: -0.19153 -0.71842 -3.24487

energy relative to the best compared isomer or geometry (same formula, charge and spin): 95.7 kJ/mol
E_LUMO: -0.4293 Ha
total charge: +3

---

Density functional theory data (the ωB97M-V functional and the def2-TZVPD basis) for a structure of composition C25H20N3O3RhSeSi.

Atoms and positions in Å:
Rh: 0.78198 0.94327 1.37795
Se: 2.90465 -3.26488 2.25084
Si: 0.55772 -0.26269 -1.17885
O: -0.14063 2.68807 1.08190
O: -0.69940 0.76603 2.64236
O: -0.41325 0.47918 -0.06953
N: -1.56043 1.76013 2.39962
N: 1.83924 -0.53880 2.22769
N: -1.29885 2.73099 1.64259
C: 3.39623 2.32365 0.45347
C: -3.84142 2.57721 2.73579
C: -0.26399 -2.69269 -0.00176
C: 4.45188 0.17060 0.32294
C: -0.73899 -0.44407 -3.69985
C: -1.02444 -0.06026 -5.00183
C: 2.22252 0.42968 -0.57739
C: 0.57718 1.72233 -4.82382
C: 2.26228 1.80397 -0.20682
C: -0.33504 -4.07235 0.12243
C: 0.20169 0.24991 -2.93368
C: 2.26306 -1.63631 2.22534
C: -2.82199 1.70571 3.08994
C: 3.35101 -0.36184 -0.30342
C: -0.36575 1.02389 -5.56423
C: -5.21272 1.57588 4.44292
C: 1.07791 -4.31873 -1.80751
C: 0.85526 1.33702 -3.52026
C: -4.18206 0.70971 4.77235
C: 0.33671 -4.88458 -0.77852
C: 4.46802 1.51005 0.73163
C: 1.14142 -2.93953 -1.93380
C: -5.03895 2.50530 3.42499
C: -2.97309 0.76661 4.09464
C: 0.47427 -2.10619 -1.03144
H: 5.30437 -0.46356 0.53274
H: 1.60143 1.88693 -2.95775
H: 1.71024 -2.50682 -2.75085
H: 0.28923 -5.96133 -0.67628
H: 5.33079 1.90152 1.25381
H: 3.34254 -1.41590 -0.55601
H: 1.60447 -4.95205 -2.51020
H: -0.58399 1.32171 -6.58204
H: -4.31318 -0.01899 5.56064
H: -1.24850 -1.30176 -3.27493
H: -5.84383 3.17714 3.15914
H: -0.77999 -2.05930 0.71165
H: -2.15968 0.09833 4.33279
H: 1.09746 2.56391 -5.26333
H: -0.90377 -4.51400 0.93067
H: -3.69718 3.28871 1.93668
H: -1.75667 -0.60936 -5.58008
H: 3.41425 3.37116 0.72856
H: -6.15383 1.52483 4.97373
H: 1.49379 2.47255 -0.57560

energy relative to the best compared isomer or geometry (same formula, charge and spin): 0.0 kJ/mol
E_LUMO: -0.0452 Ha
total charge: 0

---

Density functional theory data (the ωB97M-V functional and the def2-TZVPD basis) for the molecule C25H20N4O.

Atoms and positions in Å:
O: -1.71040 1.05404 0.10878
N: -4.68194 -0.87173 0.34631
N: 4.53617 2.24756 0.00002
N: 5.83492 1.97669 -0.02651
N: 4.26278 -4.18168 -0.28610
C: 1.76793 -0.02393 0.66129
C: -6.00370 -0.74030 0.12055
C: -3.92491 0.19248 0.31897
C: 1.69895 2.09466 -0.45255
C: -7.98728 0.58234 -0.39853
C: -6.81521 -1.89298 0.15457
C: 4.84005 0.01686 -0.02495
C: 4.62297 -1.41968 -0.10492
C: 6.06914 0.65213 -0.03291
C: 0.32389 2.07035 -0.41512
C: 2.44488 1.03526 0.06787
C: -0.35097 0.98556 0.14886
C: -8.74772 -0.55218 -0.36012
C: 5.18540 -3.66288 0.50690
C: -6.60100 0.51912 -0.15889
C: 3.89755 1.08236 0.00231
C: -4.41731 1.48922 0.06425
C: -2.45971 -0.03527 0.59211
C: -5.75366 1.64663 -0.18005
C: -8.15818 -1.79570 -0.08128
C: 3.51980 -3.34434 -0.99369
C: 3.65500 -1.96959 -0.94486
C: 5.41060 -2.30474 0.63473
C: 6.79981 3.03695 -0.06027
C: 0.38511 -0.05649 0.70106
H: -8.43425 1.54341 -0.61183
H: -0.10280 -0.89818 1.16725
H: 7.49327 2.95205 0.77676
H: 7.06135 0.25190 -0.07425
H: 2.22057 2.93186 -0.88784
H: 2.77925 -3.80850 -1.63295
H: -2.15812 -0.97453 0.10895
H: -0.26008 2.88084 -0.82253
H: -8.77986 -2.67921 -0.05583
H: -2.31932 -0.15185 1.67835
H: 3.03029 -1.32836 -1.54737
H: 7.36439 3.01143 -0.99522
H: 5.77150 -4.37892 1.06971
H: 2.32156 -0.83481 1.11160
H: -9.81114 -0.49851 -0.54657
H: -3.73326 2.32152 0.05914
H: 6.25737 3.97762 0.00997
H: -6.34182 -2.83885 0.36868
H: 6.17181 -1.93166 1.30307
H: -6.17370 2.62201 -0.38689

energy relative to the best compared isomer or geometry (same formula, charge and spin): 2.9 kJ/mol
E_LUMO: 0.0109 Ha
total charge: 0
SMILES string: Cn1cc(-c2ccncc2)c(-c2ccc(OCc3ccc4ccccc4n3)cc2)n1

---

Density functional theory data (the ωB97M-V functional and the def2-TZVPD basis) for a structure of composition C25H20N4O2Zn.

Atoms and positions in Å:
Zn: 0.47204 0.13024 -0.33421
O: -1.83063 3.37638 -2.61493
O: -0.45926 1.92801 -0.98929
N: -1.40699 -0.79649 0.43442
N: 1.83915 -0.84496 1.25294
N: 0.77695 1.57747 1.17295
N: 0.21411 2.79468 1.04092
C: 3.05954 -2.57732 2.33841
C: 2.67923 -0.49826 3.45612
C: -1.63537 6.42914 0.17207
C: 3.21508 -1.77659 3.45797
C: -2.35580 5.56066 -1.95726
C: -0.44452 -3.23721 -2.77892
C: 0.41171 -1.13725 -1.87156
C: 1.39897 1.27293 2.24411
C: -0.17558 -2.40430 -1.68916
C: -0.26009 -4.74990 1.28642
C: -0.09450 -4.23274 0.01123
C: -0.81194 -3.95458 2.27885
C: 0.47827 -1.60752 -4.26859
C: 0.72952 -0.77675 -3.18479
C: -0.40251 2.88130 -0.14002
C: -2.30267 6.58976 -1.04217
C: -1.20874 -2.66255 1.97539
C: 1.99438 -0.06505 2.32929
C: -1.02630 5.22473 0.44991
C: -0.12116 -2.84232 -4.06571
C: -1.73997 4.33810 -1.68037
C: -1.04639 -2.15284 0.69408
C: 2.36247 -2.06317 1.25442
C: -1.06411 4.16224 -0.46016
C: -0.46323 -2.92767 -0.31803
H: -2.78532 7.53126 -1.27323
H: 0.73478 -1.28666 -5.27097
H: -0.92279 -4.19664 -2.61682
H: -1.65542 -2.03743 2.74110
H: 3.46387 -3.57854 2.29827
H: -1.92540 -0.69381 -0.43263
H: 0.04900 -5.76370 1.50454
H: 1.49163 1.97795 3.06561
H: -0.50034 5.07102 1.38149
H: -1.59473 7.23975 0.88675
H: -2.86844 5.66883 -2.90372
H: 0.36736 -4.84200 -0.75603
H: -0.34151 -3.49114 -4.90401
H: -1.34715 2.59587 -2.26204
H: 3.75162 -2.14114 4.32420
H: 1.17861 0.19201 -3.37673
H: -1.93000 -0.38209 1.19487
H: 2.20937 -2.64360 0.35259
H: 2.78613 0.15817 4.30953
H: -0.94290 -4.33630 3.28288

E_LUMO: -0.0188 Ha
total charge: 0

---

no.,orbital gap (eV)
1,5.897
2,6.648
3,8.299
4,7.427